A cluster of 11 separate species, C37H62F12O29 in total, computed with wB97M-V/def2-TZVPD.

Geometry (Å):
1 C 1.478 -2.578 6.615
2 O 0.340 -3.313 6.291
3 C 0.492 -4.462 5.626
4 O 1.478 -4.958 5.281
5 O -0.764 -4.928 5.538
6 C -0.974 -6.128 4.704
7 H 2.231 -3.312 7.018
8 H 1.141 -1.746 7.283
9 H 1.915 -2.155 5.732
10 H -0.137 -6.164 4.016
11 H -1.972 -6.044 4.391
12 H -0.920 -7.087 5.251
13 C 2.509 0.582 -4.217
14 O 1.822 1.810 -3.836
15 C 1.526 2.737 -4.744
16 O 1.543 2.549 -5.961
17 O 1.192 3.912 -4.270
18 C 1.685 4.142 -2.949
19 H 3.558 0.647 -4.103
20 H 2.370 0.371 -5.347
21 H 2.025 -0.209 -3.666
22 H 0.937 3.484 -2.376
23 H 1.552 5.113 -2.624
24 H 2.683 3.831 -2.739
25 C 3.528 -0.278 2.484
26 O 3.678 1.185 2.720
27 C 3.726 1.551 4.031
28 O 3.453 0.839 4.976
29 O 4.247 2.748 4.069
30 C 4.341 3.307 5.412
31 H 4.509 -0.668 2.633
32 H 3.294 -0.360 1.423
33 H 2.818 -0.670 3.195
34 H 4.441 2.506 6.151
35 H 3.455 3.931 5.467
36 H 5.250 3.883 5.312
37 C 4.063 3.646 0.414
38 O 3.420 2.486 -0.112
39 C 4.292 1.512 -0.387
40 O 5.463 1.557 -0.212
41 O 3.546 0.452 -0.596
42 C 4.492 -0.606 -1.008
43 H 4.510 4.224 -0.441
44 H 4.885 3.418 1.118
45 H 3.283 4.215 0.958
46 H 4.950 -0.259 -1.878
47 H 3.931 -1.527 -1.232
48 H 5.212 -0.900 -0.177
49 C -1.812 -4.854 -4.803
50 O -1.429 -3.573 -5.264
51 C -0.756 -2.895 -4.404
52 O -0.270 -3.370 -3.394
53 O -0.519 -1.583 -4.746
54 C -1.272 -1.038 -5.793
55 H -0.931 -5.188 -4.160
56 H -1.835 -5.460 -5.725
57 H -2.790 -4.838 -4.306
58 H -1.829 -0.101 -5.545
59 H -2.081 -1.670 -6.157
60 H -0.598 -0.803 -6.609
61 C 1.051 2.707 2.626
62 O -0.203 3.346 2.232
63 C -0.163 4.466 1.479
64 O 0.885 5.076 1.295
65 O -1.394 4.802 1.129
66 C -1.469 6.000 0.283
67 H 1.560 2.407 1.694
68 H 0.705 1.852 3.181
69 H 1.701 3.298 3.243
70 H -1.542 5.863 -0.772
71 H -0.672 6.723 0.558
72 H -2.428 6.569 0.532
73 C 5.080 -5.593 -0.122
74 O 4.728 -5.158 1.200
75 C 4.803 -3.780 1.436
76 O 5.149 -3.029 0.623
77 O 4.354 -3.423 2.650
78 C 3.476 -4.166 3.456
79 H 4.126 -5.570 -0.696
80 H 5.457 -6.672 0.033
81 H 5.887 -5.050 -0.575
82 H 3.250 -3.482 4.248
83 H 3.940 -5.048 3.924
84 H 2.599 -4.471 2.829
85 C -4.502 -2.365 -1.768
86 C -3.189 -3.013 -1.330
87 O -3.356 -4.131 -0.414
88 C -3.508 -5.344 -0.968
89 O -3.769 -5.599 -2.127
90 C -3.476 -6.458 0.118
91 F -2.320 -6.525 0.829
92 F -4.479 -6.268 1.000
93 F -3.676 -7.692 -0.323
94 H -4.224 -1.351 -2.077
95 H -5.154 -2.186 -0.863
96 H -5.125 -2.989 -2.437
97 H -2.583 -2.336 -0.760
98 H -2.761 -3.431 -2.248
99 C -0.845 0.813 -2.120
100 C -0.268 1.285 -0.807
101 O -0.794 0.377 0.282
102 C 0.031 -0.572 0.572
103 O 1.044 -0.879 0.057
104 C -0.481 -1.440 1.777
105 F -0.267 -2.732 1.470
106 F 0.200 -1.090 2.819
107 F -1.768 -1.226 2.059
108 H -0.463 -0.109 -2.437
109 H -0.644 1.474 -2.912
110 H -1.888 0.654 -1.961
111 H -0.771 2.229 -0.484
112 H 0.808 1.312 -0.723
113 C -4.650 2.506 1.409
114 C -3.955 1.157 1.471
115 O -3.110 1.056 2.661
116 C -3.694 0.594 3.713
117 O -4.869 0.376 3.834
118 C -2.609 0.651 4.887
119 F -1.376 0.261 4.630
120 F -2.549 1.909 5.347
121 F -3.002 -0.114 5.906
122 H -5.514 2.536 2.070
123 H -4.806 2.692 0.365
124 H -3.872 3.180 1.825
125 H -3.253 1.079 0.565
126 H -4.619 0.302 1.503
127 C -3.071 6.543 -5.642
128 C -4.082 6.185 -4.588
129 O -4.295 4.685 -4.642
130 C -3.492 3.913 -3.990
131 O -2.571 4.262 -3.328
132 C -3.937 2.470 -4.190
133 F -2.967 1.781 -4.833
134 F -4.159 1.881 -3.007
135 F -5.047 2.371 -4.940
136 H -2.052 6.092 -5.365
137 H -3.048 7.564 -5.864
138 H -3.530 6.075 -6.529
139 H -5.042 6.614 -4.794
140 H -3.857 6.386 -3.510

Computed properties:
HOMO   -10.472 eV
Max |F|   0.1003 hartree/bohr
Electronic energy   -131359.4397 eV
Gap between HOMO and LUMO   10.755 eV
Molar mass   1198.85 g/mol

=====

A cluster of 5 separate species, C37H62F4N10O3P in total, computed with wB97M-V/def2-TZVPD.

Geometry (Å):
1 C 4.208 -0.204 1.017
2 P 3.371 0.380 2.598
3 C 3.679 -0.888 3.959
4 N 1.642 0.721 2.415
5 C 1.192 -0.129 1.339
6 N 0.848 -1.372 1.677
7 C 0.338 -2.383 0.710
8 C 1.498 -3.233 0.022
9 C 1.481 -3.212 -1.573
10 C 0.041 -3.436 -2.220
11 C -0.398 -2.098 -3.011
12 N -1.158 -2.419 -4.266
13 N 1.061 0.201 -0.064
14 C 0.788 1.659 -0.290
15 C 1.115 1.936 -1.815
16 F 0.798 0.754 -2.534
17 F 0.223 2.905 -2.321
18 C 2.617 2.283 -2.150
19 F 3.516 1.246 -1.860
20 F 2.672 2.435 -3.583
21 C 1.636 2.570 0.733
22 C 1.553 4.120 0.408
23 C 2.859 4.952 0.798
24 N 4.083 4.628 0.520
25 C 1.297 2.166 2.242
26 C 2.216 2.963 3.315
27 C 1.602 4.377 3.770
28 N 0.892 4.298 5.100
29 C -0.203 2.488 2.672
30 O -1.178 1.568 2.138
31 C -1.533 0.625 3.189
32 O -2.244 -0.501 2.673
33 C -3.452 -0.095 2.001
34 C -4.556 0.450 3.038
35 O -4.607 1.903 2.985
36 H 4.486 0.712 0.420
37 H 5.200 -0.675 1.339
38 H 3.667 -1.005 0.430
39 H 3.798 -1.922 3.483
40 H 2.855 -0.864 4.737
41 H 4.682 -0.667 4.453
42 H 0.910 -1.636 2.665
43 H -0.296 -3.118 1.309
44 H -0.383 -1.914 -0.036
45 H 2.486 -2.788 0.389
46 H 1.514 -4.317 0.351
47 H 2.005 -2.265 -1.916
48 H 2.137 -4.080 -1.917
49 H -0.742 -3.716 -1.437
50 H 0.137 -4.243 -3.008
51 H -0.980 -1.386 -2.343
52 H 0.582 -1.631 -3.366
53 H -2.164 -2.291 -4.085
54 H -0.922 -1.654 -4.918
55 H 1.941 -0.097 -0.507
56 H -0.329 1.858 -0.163
57 H 2.960 3.292 -1.747
58 H 2.725 2.261 0.550
59 H 0.634 4.571 0.915
60 H 1.386 4.353 -0.700
61 H 2.681 5.923 1.362
62 H 4.059 3.746 -0.016
63 H 3.237 3.215 2.878
64 H 2.310 2.379 4.292
65 H 2.507 5.046 3.975
66 H 1.004 4.910 2.976
67 H 1.047 5.190 5.585
68 H -0.110 4.261 4.871
69 H -0.548 3.529 2.360
70 H -0.228 2.362 3.809
71 H -0.587 0.197 3.660
72 H -2.137 1.217 3.959
73 H -3.908 -1.032 1.540
74 H -3.284 0.620 1.134
75 H -5.567 -0.031 2.895
76 H -4.167 0.184 4.079
77 H -3.956 2.230 2.339
78 N -5.517 1.295 -3.971
79 C -5.700 0.095 -3.341
80 C -4.471 -0.362 -2.933
81 C -3.512 0.603 -3.327
82 C -4.187 1.616 -3.963
83 H -6.248 1.856 -4.377
84 H -6.687 -0.331 -3.239
85 H -4.283 -1.287 -2.408
86 H -2.445 0.562 -3.163
87 H -3.836 2.533 -4.410
88 N 3.862 5.689 -3.510
89 C 4.442 6.834 -3.029
90 C 5.786 6.597 -2.880
91 C 6.028 5.261 -3.291
92 C 4.824 4.727 -3.676
93 H 2.884 5.574 -3.712
94 H 3.850 7.714 -2.835
95 H 6.514 7.305 -2.517
96 H 6.978 4.749 -3.303
97 H 4.567 3.750 -4.053
98 N -6.855 -2.595 -1.273
99 C -6.607 -3.859 -1.737
100 C -7.128 -4.751 -0.833
101 C -7.718 -3.998 0.212
102 C -7.537 -2.670 -0.087
103 H -6.580 -1.743 -1.732
104 H -6.081 -4.014 -2.666
105 H -7.091 -5.827 -0.916
106 H -8.220 -4.384 1.086
107 H -7.832 -1.776 0.439
108 N 1.769 -7.752 -0.253
109 C 1.999 -8.795 0.603
110 C 0.862 -8.990 1.348
111 C -0.092 -8.032 0.922
112 C 0.495 -7.284 -0.068
113 H 2.432 -7.386 -0.915
114 H 2.948 -9.307 0.608
115 H 0.731 -9.740 2.113
116 H -1.095 -7.905 1.298
117 H 0.117 -6.460 -0.655

Computed properties:
HOMO   -9.806 eV
Max |F|   0.0643 hartree/bohr
Net charge   +1
Electronic energy   -80564.8192 eV
Gap between HOMO and LUMO   6.598 eV
Molar mass   801.94 g/mol

=====

A cluster of 7 separate species, C37H63N2O15PS7 in total, computed with wB97M-V/def2-TZVPD.

Geometry (Å):
1 C -1.312 3.395 2.354
2 C -0.760 3.326 0.845
3 O 0.708 3.268 0.988
4 C -1.062 4.596 -0.064
5 O -2.369 4.742 -0.648
6 C -3.276 3.693 -0.407
7 C -4.438 3.988 0.646
8 C -5.527 2.930 0.960
9 C -6.680 3.367 2.014
10 C -7.704 4.371 1.242
11 O -8.115 3.954 0.111
12 C -5.549 1.500 0.260
13 N -6.620 0.620 0.640
14 C -6.450 -0.612 -0.063
15 C -5.322 -0.971 -1.070
16 N -4.307 -0.045 -1.446
17 C -4.424 1.213 -0.762
18 C -3.320 2.307 -1.091
19 P -1.997 1.901 -2.374
20 S -1.637 3.353 -3.617
21 H -0.643 4.071 2.991
22 H -2.391 3.749 2.456
23 H -1.213 2.321 2.778
24 H -1.050 2.308 0.417
25 H 1.125 3.369 0.102
26 H -0.286 4.622 -0.927
27 H -0.826 5.539 0.570
28 H -4.500 4.998 1.197
29 H -6.241 3.828 2.965
30 H -7.321 2.469 2.345
31 H -8.028 5.389 1.662
32 H -7.240 -1.430 0.143
33 H -5.311 -2.016 -1.526
34 H -0.756 1.655 -1.658
35 H -2.339 0.652 -2.984
36 C -6.914 -0.723 5.890
37 C -6.231 -0.912 4.534
38 C -6.037 0.476 3.921
39 S -5.904 1.616 5.294
40 O -7.044 2.504 5.268
41 O -4.546 2.106 5.376
42 C -6.159 0.405 6.579
43 H -6.897 -1.639 6.484
44 H -7.960 -0.437 5.740
45 H -5.256 -1.389 4.681
46 H -6.815 -1.556 3.873
47 H -5.128 0.526 3.320
48 H -6.897 0.770 3.319
49 H -6.713 0.851 7.406
50 H -5.177 0.070 6.921
51 C -1.543 -2.505 -5.816
52 C -1.002 -3.776 -5.159
53 C -0.386 -3.372 -3.818
54 S -1.264 -1.908 -3.285
55 O -0.341 -0.794 -3.278
56 O -2.088 -2.236 -2.142
57 C -2.307 -1.769 -4.725
58 H -2.183 -2.732 -6.671
59 H -0.709 -1.889 -6.171
60 H -1.826 -4.477 -4.990
61 H -0.269 -4.279 -5.794
62 H -0.502 -4.157 -3.069
63 H 0.669 -3.113 -3.924
64 H -2.483 -0.718 -4.958
65 H -3.253 -2.268 -4.502
66 C -8.140 -3.378 -5.631
67 C -7.614 -3.497 -4.200
68 C -6.526 -4.572 -4.198
69 S -5.823 -4.574 -5.844
70 O -6.127 -5.838 -6.472
71 O -4.478 -4.044 -5.788
72 C -6.906 -3.329 -6.522
73 H -8.764 -2.492 -5.762
74 H -8.745 -4.257 -5.877
75 H -7.186 -2.538 -3.888
76 H -8.412 -3.743 -3.495
77 H -5.743 -4.352 -3.471
78 H -6.942 -5.563 -4.008
79 H -7.120 -3.552 -7.567
80 H -6.399 -2.365 -6.440
81 C 4.385 4.471 3.979
82 C 5.631 5.209 3.488
83 C 5.933 4.709 2.074
84 S 4.365 4.204 1.378
85 O 4.396 2.775 1.164
86 O 3.984 5.132 0.336
87 C 3.386 4.536 2.831
88 H 3.980 4.920 4.889
89 H 4.636 3.428 4.199
90 H 5.431 6.286 3.463
91 H 6.484 5.050 4.153
92 H 6.368 5.493 1.454
93 H 6.592 3.838 2.090
94 H 2.584 3.802 2.916
95 H 2.968 5.540 2.729
96 C 6.632 -0.413 -0.912
97 C 7.180 -1.680 -0.254
98 C 7.795 -1.272 1.085
99 S 6.909 0.189 1.619
100 O 7.827 1.307 1.624
101 O 6.090 -0.143 2.764
102 C 5.864 0.321 0.180
103 H 5.992 -0.644 -1.766
104 H 7.461 0.206 -1.268
105 H 6.359 -2.386 -0.083
106 H 7.915 -2.180 -0.889
107 H 7.683 -2.057 1.835
108 H 8.849 -1.009 0.977
109 H 5.683 1.369 -0.052
110 H 4.921 -0.183 0.405
111 C 11.422 -5.036 1.426
112 C 11.280 -3.712 2.179
113 C 11.820 -2.607 1.269
114 S 11.578 -3.178 -0.410
115 O 12.872 -3.382 -1.017
116 O 10.545 -2.384 -1.039
117 C 10.898 -4.771 0.020
118 H 10.869 -5.842 1.914
119 H 12.476 -5.327 1.384
120 H 10.223 -3.528 2.395
121 H 11.811 -3.731 3.133
122 H 11.282 -1.669 1.413
123 H 12.889 -2.450 1.421
124 H 11.216 -5.519 -0.705
125 H 9.809 -4.681 0.017

Computed properties:
HOMO   -8.116 eV
Max |F|   0.1213 hartree/bohr
Electronic energy   -158209.9855 eV
Gap between HOMO and LUMO   6.912 eV
Relative energy (zero: lowest compared OMol25 entry of this formula, charge and spin)   6.941 eV
Molar mass   1031.35 g/mol

=====

A cluster of 8 separate species, C37H64BNO15 in total, computed with wB97M-V/def2-TZVPD.

Geometry (Å):
1 C 0.041 -4.194 2.411
2 C 0.015 -4.725 0.831
3 O -1.150 -4.516 0.156
4 O 1.196 -5.373 0.206
5 C 2.230 -4.379 -0.145
6 O 2.835 -3.734 0.872
7 C 2.650 -4.061 -1.733
8 C 3.547 -2.664 -1.775
9 C 5.203 -2.801 -1.707
10 C 6.089 -1.415 -1.739
11 C 5.448 0.117 -1.796
12 C 3.812 0.247 -1.842
13 C 2.903 -1.157 -1.842
14 C 1.246 -0.943 -1.894
15 O 0.417 -1.680 -2.643
16 C 0.690 0.320 -0.958
17 C -0.681 0.185 -0.069
18 C -1.195 1.459 0.884
19 C -2.552 1.188 1.763
20 C -3.785 0.924 0.708
21 O -4.355 2.025 0.166
22 N -4.242 -0.479 0.369
23 C -5.724 -0.529 0.680
24 C -4.095 -0.809 -1.100
25 C -0.308 2.837 0.848
26 B -0.813 4.119 1.798
27 O 0.199 4.573 2.814
28 O -2.147 4.749 1.712
29 C 1.076 2.997 -0.053
30 C 2.002 4.348 -0.140
31 C 1.583 1.695 -0.948
32 C 2.981 1.699 -1.864
33 O 3.400 2.759 -2.574
34 H 0.660 -4.926 3.116
35 H -1.048 -4.128 2.881
36 H 0.590 -3.137 2.397
37 H 3.223 -5.002 -2.129
38 H 1.634 -3.968 -2.308
39 H 5.649 -3.894 -1.637
40 H 7.269 -1.545 -1.675
41 H 6.149 1.055 -1.798
42 H -1.244 -0.856 -0.112
43 H -2.776 1.981 2.595
44 H -2.388 0.154 2.337
45 H -6.336 0.060 -0.144
46 H -6.068 -1.653 0.649
47 H -5.870 -0.093 1.762
48 H -4.493 0.019 -1.832
49 H -4.698 -1.810 -1.339
50 H -2.975 -1.052 -1.423
51 H 0.412 3.701 3.302
52 H -2.537 4.616 2.647
53 H 1.864 4.817 -1.229
54 H 1.775 5.163 0.668
55 H 3.171 4.123 -0.058
56 C -4.137 6.777 -1.423
57 C -2.650 6.625 -1.673
58 O -1.937 7.646 -0.990
59 H -4.486 7.757 -1.763
60 H -4.701 6.000 -1.947
61 H -4.358 6.713 -0.353
62 H -2.431 6.712 -2.741
63 H -2.291 5.652 -1.324
64 H -2.132 7.555 -0.041
65 C 2.763 -8.247 -2.628
66 C 4.250 -8.398 -2.877
67 O 4.963 -7.378 -2.194
68 H 2.414 -7.266 -2.967
69 H 2.199 -9.023 -3.151
70 H 2.542 -8.310 -1.558
71 H 4.469 -8.312 -3.946
72 H 4.609 -9.371 -2.529
73 H 4.768 -7.468 -1.246
74 C -8.767 -1.466 4.831
75 C -7.433 -1.238 4.150
76 O -7.387 0.070 3.600
77 H -9.589 -1.338 4.120
78 H -8.821 -2.472 5.257
79 H -8.922 -0.735 5.632
80 H -7.292 -1.956 3.336
81 H -6.607 -1.352 4.858
82 H -7.505 0.700 4.331
83 C 0.833 5.964 -5.136
84 C 0.243 6.009 -3.741
85 O 1.284 6.051 -2.776
86 H 1.477 5.086 -5.253
87 H 0.044 5.928 -5.892
88 H 1.458 6.844 -5.320
89 H -0.362 5.118 -3.553
90 H -0.391 6.891 -3.612
91 H 1.811 6.850 -2.946
92 C 4.612 -5.101 3.572
93 C 3.828 -4.028 4.298
94 O 4.027 -4.147 5.699
95 H 4.300 -6.097 3.903
96 H 4.466 -5.026 2.490
97 H 5.682 -5.014 3.789
98 H 2.758 -4.132 4.095
99 H 4.144 -3.029 3.982
100 H 4.980 -4.044 5.870
101 C 2.006 -1.258 7.713
102 C 3.345 -1.219 8.419
103 O 3.751 -2.535 8.764
104 H 1.247 -1.719 8.353
105 H 1.677 -0.250 7.444
106 H 2.066 -1.864 6.803
107 H 3.276 -0.631 9.339
108 H 4.113 -0.771 7.781
109 H 3.818 -3.047 7.939
110 C -1.586 3.142 -8.807
111 C -0.962 4.112 -7.825
112 O -1.263 5.447 -8.205
113 H -1.214 3.327 -9.820
114 H -1.360 2.108 -8.530
115 H -2.673 3.269 -8.839
116 H 0.126 3.997 -7.812
117 H -1.339 3.942 -6.812
118 H -2.231 5.541 -8.205

Computed properties:
HOMO   -8.665 eV
Max |F|   0.1852 hartree/bohr
Electronic energy   -72261.6102 eV
Gap between HOMO and LUMO   7.063 eV
Relative energy (zero: lowest compared OMol25 entry of this formula, charge and spin)   25.493 eV
Molar mass   773.72 g/mol